Entry 1:
Density functional theory data (ωB97M-V with the def2-TZVPD basis set) for a cluster of 10 separate species, C32H79BN5O21 in total.

The geometry in ORCA input format:
```
! wB97M-V def2-TZVPD RIJCOSX def2/J DEFGRID3
* xyz -1 1
O 3.2245 4.7147 -10.3125
C 4.2818 4.3379 -9.8915
O 5.4285 4.3075 -10.5293
B 6.4884 3.7478 -9.6725
O 5.7824 3.3131 -8.4449
C 4.5108 3.6485 -8.5242
O 3.6826 3.3970 -7.7030
O 7.5571 4.7029 -9.2959
C 8.6959 4.3306 -9.8720
O 9.7356 4.9035 -9.8372
C 8.4385 2.9796 -10.5949
O 7.1596 2.6799 -10.3854
O 9.2170 2.3389 -11.2213
C 5.0350 0.7414 -5.9871
C 5.4877 -0.6940 -5.8927
C 6.7443 -0.9486 -6.7060
O 6.4053 -0.9906 -8.0683
C 7.5571 -0.9090 -8.8935
N 5.7786 -1.0570 -4.4649
H 5.7736 1.5136 -5.7531
H 4.1720 0.9545 -5.3537
H 4.7611 0.9848 -7.0195
H 4.6970 -1.3686 -6.2215
H 7.2237 -1.8908 -6.4025
H 7.4642 -0.1608 -6.4217
H 8.0378 0.0633 -8.7316
H 7.2238 -0.9018 -9.9336
H 8.2456 -1.7471 -8.7664
H 6.6643 -0.6378 -4.1755
H 5.1393 -0.4777 -3.9201
C 7.6144 2.4837 -14.4546
C 6.5258 1.4344 -14.3443
C 6.0000 1.3006 -12.9165
O 4.9465 0.3532 -12.8648
C 4.1767 0.4553 -11.6967
N 5.4087 1.8763 -15.2080
H 7.3344 3.4824 -14.1373
H 7.8070 2.4731 -15.5321
H 8.5438 2.1570 -13.9860
H 6.8347 0.4452 -14.6879
H 5.6740 2.3030 -12.6067
H 6.7852 0.9595 -12.2309
H 3.9489 1.5056 -11.4697
H 4.7084 0.0594 -10.8161
H 3.2647 -0.1406 -11.7680
H 5.2108 2.8620 -15.0367
H 4.5403 1.4547 -14.8833
C 11.8546 6.7665 -11.4886
C 11.8184 8.0237 -10.6100
C 11.4086 7.6592 -9.1924
O 11.3282 8.8673 -8.4394
C 10.8850 8.6591 -7.1362
N 13.1661 8.6584 -10.6639
H 12.5397 6.9447 -12.3169
H 10.8531 6.5656 -11.8640
H 12.2223 5.9006 -10.9374
H 11.0776 8.7517 -10.9490
H 12.1918 7.0001 -8.7777
H 10.4642 7.1104 -9.1471
H 10.8540 9.6338 -6.6517
H 11.5887 8.0678 -6.5184
H 9.9516 8.0876 -7.0842
H 13.8473 7.9382 -10.4333
H 13.1670 9.2914 -9.8627
C 12.3513 0.7513 -10.7515
C 11.7417 -0.4170 -9.9702
C 11.4646 -0.0907 -8.5063
O 12.6300 0.4157 -7.8307
C 13.5364 -0.5507 -7.4161
N 10.5015 -0.9001 -10.5540
H 11.5920 1.5344 -10.8310
H 12.5693 0.3993 -11.7608
H 13.2363 1.1781 -10.2798
H 12.4746 -1.2338 -10.0015
H 11.1128 -0.9935 -8.0058
H 10.8266 0.7973 -8.4910
H 14.4336 0.0075 -7.1162
H 13.9277 -1.1665 -8.2388
H 13.2242 -1.1719 -6.5731
H 10.6669 -1.3846 -11.4198
H 9.7316 -0.2514 -10.5905
C 1.2603 7.7518 -10.4468
C 0.3632 6.9974 -9.5083
C 1.0639 6.5980 -8.2407
O 0.1704 5.8868 -7.4162
C 0.8665 5.2942 -6.3336
N -0.7750 7.9035 -9.0879
H 1.9992 7.0728 -10.8759
H 1.7993 8.5468 -9.9198
H 0.7033 8.2771 -11.2250
H -0.1413 6.1763 -10.0243
H 1.4653 7.4894 -7.7439
H 1.9013 5.9331 -8.5116
H 0.2254 4.6409 -5.7498
H 1.3260 6.0741 -5.7119
H 1.6855 4.6730 -6.7153
H -1.5426 7.3134 -8.7888
H -1.0866 8.3910 -9.9227
C 0.9876 2.4759 -14.2073
C 1.0261 3.9633 -13.9090
O 1.4891 4.7091 -15.0351
O 2.2884 1.8904 -14.0699
H 0.6116 2.2668 -15.2118
H 0.2651 2.0179 -13.5207
H 1.7048 4.0668 -13.0566
H 0.0209 4.3031 -13.6667
H 2.4184 4.4674 -15.1368
H 2.2212 1.1924 -13.4141
C 4.8576 6.7071 -13.0044
C 6.2008 6.0824 -13.3220
O 6.2316 5.6378 -14.6736
O 4.6715 7.7317 -14.0000
H 4.8653 7.2350 -12.0463
H 4.0650 5.9672 -13.0417
H 6.2692 5.1999 -12.6896
H 6.9905 6.8199 -13.1645
H 5.9843 6.3949 -15.2177
H 3.8071 8.1362 -13.8938
C -0.2026 2.4649 -10.2830
C 0.1249 3.2067 -8.9899
O 1.0214 2.4862 -8.1830
O -1.4410 2.8765 -10.8593
H -0.2284 1.3863 -10.0717
H 0.5908 2.6034 -11.0197
H -0.8317 3.3799 -8.4899
H 0.5390 4.1829 -9.2383
H 1.9034 2.5471 -8.5649
H -2.1096 2.7951 -10.1729
C 4.9649 5.6193 -5.4323
C 6.3431 5.0333 -5.4223
O 6.2845 3.8814 -4.5588
O 4.6181 6.0416 -4.1259
H 4.2451 4.9501 -5.9197
H 4.8806 6.4813 -6.1070
H 7.0433 5.7924 -5.0404
H 6.7960 4.7009 -6.3596
H 7.0529 3.3332 -4.7328
H 5.0745 5.4489 -3.5185
*
```

E_LUMO: 2.0 eV
E_HOMO: -6.88 eV
HOMO-LUMO gap: 8.925 eV
Energy: -3145.51208 a.u.
ΔE to the lowest compared entry with this formula, charge and spin: 0.0000 eV

Results of the Mulliken charge analysis, in e, for atoms 1 through 4:
1. O -0.44
2. C 0.14
3. O -0.06
4. B 0.57

***

Entry 2:
Density functional theory data (ωB97M-V with the def2-TZVPD basis set) for the molecule C4H7NO.

The geometry in ORCA input format:
```
! wB97M-V def2-TZVPD RIJCOSX def2/J DEFGRID3
* xyz 0 1
C -1.6179 -0.4600 0.3644
C -0.1787 -0.5449 -0.1332
C 0.1217 0.4220 -1.2971
N 0.5955 0.6612 0.0462
C 1.7837 0.4231 0.6830
O 1.9176 -0.5300 1.4394
H -1.6370 -0.7672 1.4091
H -2.3131 -1.1011 -0.1929
H -2.0159 0.5667 0.3071
H 0.6166 -1.2423 0.5087
H 0.7895 0.2291 -2.1338
H -0.6393 1.1827 -1.5510
H 2.5772 1.1606 0.5504
*
```

E_LUMO: 0.9 eV
E_HOMO: -9.71 eV
HOMO-LUMO gap: 10.626 eV
Energy: -286.51879 a.u.
ΔE to the lowest compared entry with this formula, charge and spin: 3.0709 eV
SMILES: C[C@H]1CN1C=O

Results of the Mulliken charge analysis, in e, for atoms 1 through 4:
1. C -1.26
2. C 0.26
3. C -0.51
4. N -0.27

***

Entry 3:
Density functional theory data (ωB97M-V with the def2-TZVPD basis set) for the molecule C4H4N2O.

The geometry in ORCA input format:
```
! wB97M-V def2-TZVPD RIJCOSX def2/J DEFGRID3
* xyz 0 1
C -2.0163 -0.3932 -0.1023
C -0.8265 0.0117 0.1758
C 0.9984 0.7098 1.1768
C 0.3005 -0.2304 -0.6596
H -2.0310 -0.8806 -1.1229
H -2.9386 -0.5269 0.6893
H 1.7722 1.4583 1.6853
H 2.4533 -0.0145 -0.4588
N -0.2542 0.6629 1.2241
N 1.4704 0.2511 0.0592
O 0.1868 -0.8777 -1.6649
*
```

E_LUMO: -0.2 eV
E_HOMO: -9.06 eV
HOMO-LUMO gap: 8.833 eV
Energy: -339.48322 a.u.
ΔE to the lowest compared entry with this formula, charge and spin: 2.6789 eV
SMILES: C=C1N=CNC1=O

Results of the Mulliken charge analysis, in e, for atoms 1 through 4:
1. C -0.54
2. C 0.48
3. C -0.02
4. C 0.35

***

Entry 4:
Density functional theory data (ωB97M-V with the def2-TZVPD basis set) for the molecule C6H13NO.

The geometry in ORCA input format:
```
! wB97M-V def2-TZVPD RIJCOSX def2/J DEFGRID3
* xyz 0 1
C 0.8194 1.8969 1.8843
O 0.2581 1.7871 3.1919
C -0.2141 1.8667 0.7680
C -0.5382 0.4539 0.3086
C 0.6198 -0.3075 -0.3921
N -0.8287 -2.8531 -2.7947
C -0.2280 -2.2415 -1.6931
C 0.1707 -0.9713 -1.6596
H 1.4223 2.8135 1.8467
H 1.4786 1.0420 1.7395
H -0.6553 2.1263 3.1528
H -1.1365 2.3895 1.0216
H 0.2664 2.3926 -0.0614
H -1.4146 0.4423 -0.3356
H -0.8092 -0.1892 1.1562
H 1.0469 -1.0521 0.2834
H 1.4975 0.3392 -0.5558
H -0.6637 -2.3995 -3.6726
H -1.5320 -3.5531 -2.6855
H -0.2054 -2.8329 -0.7869
H 0.1649 -0.4338 -2.6090
*
```

E_LUMO: 1.1 eV
E_HOMO: -7.89 eV
HOMO-LUMO gap: 8.988 eV
Energy: -366.36574 a.u.
ΔE to the lowest compared entry with this formula, charge and spin: 1.8547 eV
SMILES: N/C=C/CCCCO

Results of the Mulliken charge analysis, in e, for atoms 1 through 4:
1. C -0.35
2. O -0.51
3. C -0.75
4. C -0.57

***

Entry 5:
Density functional theory data (ωB97M-V with the def2-TZVPD basis set) for a structure of composition C10H6LaN2O5.

The geometry in ORCA input format:
```
! wB97M-V def2-TZVPD RIJCOSX def2/J DEFGRID3
* xyz 3 1
O 1.4392 -6.0752 0.3350
C 1.1715 -4.9476 0.2731
La 0.5250 -2.2229 0.1231
O 3.6814 -1.3616 -1.2825
C 2.6917 -1.7244 -0.8211
C -1.6579 -2.6527 1.0645
O -2.7159 -2.7269 1.5102
C 1.4158 -1.8524 2.3392
O 1.7980 -1.5530 3.3804
C -0.3830 -2.5226 -2.0962
O -0.8338 -2.5362 -3.1531
N -1.0199 4.3154 -0.2397
C -0.7119 3.0122 -0.1670
C -0.0413 2.3539 -1.2313
C 0.2602 1.0085 -1.1214
N -0.0620 0.2624 -0.0142
C -0.7107 0.8978 1.0162
C -1.0443 2.2395 0.9768
H -0.7908 4.8948 -1.0537
H -1.5041 4.8135 0.5147
H 0.2351 2.9091 -2.1328
H 0.7775 0.4810 -1.9311
H -0.9582 0.2831 1.8894
H -1.5618 2.7043 1.8216
*
```

E_LUMO (alpha / beta): -14.1 / -14.1 eV
E_HOMO (alpha / beta): -18.35 / -18.35 eV
HOMO-LUMO gap (alpha / beta): 4.268 / 4.267 eV
Energy: -900.80242 a.u.
ΔE to the lowest compared entry with this formula, charge and spin: 0.0000 eV

Results of the Mulliken charge analysis, in e, for atoms 1 through 4:
1. O -0.04
2. C 0.01
3. La 2.20
4. O -0.02

***

Summary of max |F| in eV Å⁻¹
2.4; 3.6; 9.5; 1.2; 8.9
(order as listed above)